(1)
An isolated molecule of C5H8N4O, computed with ωB97M-V/def2-TZVPD.

Cartesian coordinates (Å):
C  3.43  0.05  -0.24
C  2.05  -0.46  -0.53
O  1.55  -0.58  -1.61
C  1.37  -0.50  0.79
N  -0.38  -0.54  0.38
N  -1.19  -1.63  0.57
N  -2.36  -1.18  0.25
C  -2.36  0.13  -0.03
C  -3.53  1.03  -0.35
N  -1.07  0.54  0.10
H  3.47  1.11  -0.52
H  3.52  -0.07  0.79
H  4.01  -0.59  -0.88
H  1.46  0.35  1.43
H  1.52  -1.49  1.17
H  -4.34  0.89  0.29
H  -3.23  2.05  -0.24
H  -3.91  0.89  -1.37

Properties
Net charge ... 0
SMILES string ... CC(=O)Cn1nnc(C)n1
Kohn-Sham gap ... 10.25 eV

Mulliken population analysis, charges in e, atoms 1 to 5: number 1, C, carries -1.027; number 2, C, carries 0.756; number 3, O, carries -0.526; number 4, C, carries -0.611; number 5, N, carries 0.881

(2)
A structure of composition C12H6BCl5F4N4NiS2, computed with ωB97M-V/def2-TZVPD.

Cartesian coordinates (Å):
Ni  -0.41  -0.10  0.24
N  -1.78  -2.33  2.76
C  -1.63  -2.76  1.51
N  -1.18  -2.04  0.49
C  -1.17  -2.80  -0.68
C  -1.60  -4.06  -0.57
S  -2.04  -4.39  1.07
C  -0.69  -2.13  -1.89
C  -0.55  -2.63  -3.13
S  0.07  -1.43  -4.19
C  0.09  -0.29  -2.88
N  -0.33  -0.79  -1.75
N  0.52  0.97  -3.06
H  -1.58  -1.38  3.00
H  -2.11  -2.95  3.48
H  -1.68  -4.82  -1.34
H  -0.77  -3.63  -3.47
H  0.81  1.30  -3.96
H  0.46  1.62  -2.28
Cl  -1.24  3.59  -0.88
C  0.34  3.03  -0.40
C  0.47  1.71  -0.05
C  1.75  1.32  0.30
Cl  1.84  -0.39  0.78
C  2.87  2.12  0.30
Cl  4.42  1.50  0.74
C  2.70  3.45  -0.07
Cl  4.05  4.52  -0.09
C  1.42  3.91  -0.42
Cl  1.21  5.56  -0.87
F  -0.65  2.27  3.53
B  -0.84  0.92  3.55
F  0.26  0.18  3.99
F  -2.02  0.49  4.16
F  -1.01  0.48  2.09

Properties
⟨S²⟩ ... 2.00
Net charge ... 0
Kohn-Sham gap (spin up / spin down) ... 8.66 / 8.14 eV
Spin multiplicity ... 3

Mulliken population analysis, charges in e, atoms 1 to 5: number 1, Ni, carries -0.100; number 2, N, carries -0.285; number 3, C, carries 0.626; number 4, N, carries -0.011; number 5, C, carries -0.203

(3)
A structure of composition C40H32NO3P2RuS5, computed with ωB97M-V/def2-TZVPD.

Cartesian coordinates (Å):
Ru  0.05  0.37  0.79
S  -4.32  2.30  6.42
C  -3.36  1.86  5.17
S  -3.67  2.29  3.50
C  -2.31  1.43  2.78
C  -1.46  0.80  3.65
S  -0.09  -0.15  3.30
S  -1.91  0.91  5.35
S  -2.26  1.43  1.08
O  -1.60  1.84  -2.74
C  -0.97  0.90  -2.25
O  0.03  0.98  -1.49
C  -1.37  -0.51  -2.69
C  -1.74  -0.65  -4.03
C  -2.16  -1.86  -4.54
C  -2.24  -2.96  -3.70
C  -1.86  -2.85  -2.38
C  -1.40  -1.64  -1.86
P  -1.05  -1.57  -0.07
C  -2.77  -1.69  0.56
C  -3.88  -1.64  -0.28
C  -5.16  -1.62  0.24
C  -5.37  -1.64  1.60
C  -4.28  -1.66  2.46
C  -3.00  -1.68  1.94
C  -0.32  -3.19  0.32
C  0.43  -3.93  -0.60
C  1.05  -5.11  -0.24
C  0.94  -5.59  1.06
C  0.24  -4.85  2.00
C  -0.36  -3.66  1.64
H  -1.72  0.24  -4.64
H  -2.44  -1.95  -5.58
H  -2.61  -3.91  -4.07
H  -1.94  -3.71  -1.72
H  -3.75  -1.60  -1.35
H  -6.00  -1.57  -0.44
H  -6.37  -1.62  2.00
H  -4.43  -1.64  3.53
H  -2.16  -1.63  2.63
H  0.53  -3.58  -1.62
H  1.63  -5.65  -0.97
H  1.39  -6.53  1.33
H  0.16  -5.20  3.02
H  -0.86  -3.08  2.40
C  3.37  -1.45  0.55
P  2.40  0.05  0.06
C  2.66  -0.04  -1.75
C  3.48  0.81  -2.48
C  3.54  0.69  -3.86
C  2.80  -0.27  -4.52
C  1.99  -1.13  -3.79
C  1.93  -1.02  -2.42
C  3.50  1.40  0.57
C  4.46  1.26  1.57
C  5.21  2.36  1.97
C  5.00  3.60  1.38
C  4.03  3.74  0.41
C  3.27  2.66  0.01
H  4.41  -1.34  0.25
H  2.94  -2.32  0.06
H  3.30  -1.59  1.63
H  4.08  1.56  -1.98
H  4.18  1.37  -4.42
H  2.83  -0.33  -5.60
H  1.41  -1.88  -4.30
H  1.29  -1.66  -1.84
H  4.63  0.31  2.04
H  5.94  2.24  2.75
H  5.60  4.44  1.70
H  3.86  4.72  -0.04
H  2.49  2.77  -0.72
O  0.82  2.49  1.43
N  0.04  3.49  1.18
C  -0.38  3.74  -0.09
C  -1.25  4.77  -0.36
C  -1.71  5.58  0.68
C  -1.27  5.30  1.97
C  -0.41  4.26  2.19
H  -0.05  3.03  -0.84
H  -1.58  4.90  -1.37
H  -2.41  6.38  0.48
H  -1.61  5.89  2.80
H  -0.06  3.98  3.18

Properties
Net charge ... -1
Kohn-Sham gap ... 5.96 eV

Mulliken population analysis, charges in e, atoms 1 to 5: number 1, Ru, carries 1.607; number 2, S, carries -0.320; number 3, C, carries 0.063; number 4, S, carries -0.127; number 5, C, carries 0.169

(4)
A structure of composition C6H6CeCl2O4Pm, computed with ωB97M-V/def2-TZVPD.

Cartesian coordinates (Å):
Pm  0.12  0.98  -6.83
Ce  0.02  0.21  0.29
Cl  -0.67  3.28  -6.27
Cl  2.14  -1.21  0.27
C  -0.82  -1.53  1.67
C  -0.45  1.42  -9.14
C  0.57  -0.98  -7.94
O  -1.14  -2.19  2.56
O  -0.77  1.74  -10.23
O  0.85  -2.04  -8.31
C  -1.12  0.70  4.56
C  0.02  0.05  3.88
C  1.12  -0.70  4.55
O  0.14  0.26  2.63
H  -0.98  0.62  5.62
H  -2.07  0.25  4.27
H  -1.13  1.76  4.26
H  1.13  -1.76  4.27
H  2.07  -0.25  4.26
H  0.98  -0.61  5.62

Properties
⟨S²⟩ ... 8.76
Net charge ... +4
Kohn-Sham gap (spin up / spin down) ... 6.69 / 7.14 eV
Spin multiplicity ... 6

Mulliken population analysis, charges in e, atoms 1 to 5: number 1, Pm, carries 2.008; number 2, Ce, carries 1.644; number 3, Cl, carries -0.209; number 4, Cl, carries -0.222; number 5, C, carries 0.231

(5)
An isolated molecule of C8H13N5, computed with ωB97M-V/def2-TZVPD.

Cartesian coordinates (Å):
N  2.34  -2.76  -1.68
C  1.72  -2.23  -0.58
N  1.58  -3.05  0.44
C  0.85  -2.62  1.49
C  0.32  -1.34  1.61
C  0.64  -0.50  0.43
N  0.38  0.86  0.43
C  -0.63  1.39  1.41
C  -1.95  1.56  0.73
N  -1.83  2.22  -0.55
C  -0.87  1.65  -1.51
C  0.53  1.58  -0.80
N  1.26  -0.97  -0.63
H  2.21  -3.83  -1.63
H  1.76  -2.41  -2.61
H  0.61  -3.37  2.22
H  -0.27  -1.11  2.54
H  -0.22  2.33  1.68
H  -0.68  0.79  2.28
H  -2.62  2.18  1.37
H  -2.52  0.62  0.59
H  -2.70  2.53  -0.96
H  -1.25  0.62  -1.83
H  -0.76  2.29  -2.34
H  0.89  2.60  -0.61
H  1.20  0.99  -1.48

Properties
Net charge ... 0
SMILES string ... Nc1nccc(N2CCNCC2)n1
Kohn-Sham gap ... 8.94 eV

Mulliken population analysis, charges in e, atoms 1 to 5: number 1, N, carries -0.590; number 2, C, carries 0.259; number 3, N, carries -0.661; number 4, C, carries -0.342; number 5, C, carries -0.634

(6)
A structure of composition C12H23BrMnN2O9P2S, computed with ωB97M-V/def2-TZVPD.

Cartesian coordinates (Å):
Mn  -5.24  -11.96  9.65
C  -4.77  -6.54  9.79
C  -4.08  -7.75  9.21
C  -2.98  -7.76  8.31
C  -2.37  -8.95  8.02
C  -3.01  -10.15  8.45
Br  -2.29  -11.79  7.87
N  -4.12  -10.18  9.19
C  -4.59  -8.97  9.63
H  -5.86  -6.58  9.61
H  -4.33  -5.63  9.37
H  -4.62  -6.54  10.91
H  -2.63  -6.82  7.85
H  -1.46  -9.03  7.41
H  -5.52  -8.88  10.19
O  -2.74  -12.45  13.30
P  -4.05  -12.68  12.51
O  -5.26  -12.62  13.33
O  -4.07  -11.83  11.27
O  -3.71  -14.28  12.05
P  -4.32  -15.43  11.08
O  -2.99  -16.21  10.50
O  -5.97  -13.66  9.83
O  -4.80  -14.65  9.76
H  -2.93  -11.89  14.09
H  -2.89  -16.50  9.58
C  -7.05  -8.93  6.12
C  -7.74  -10.10  6.82
S  -6.83  -11.68  6.60
O  -5.79  -11.72  7.76
C  -8.14  -12.88  7.03
C  -9.19  -13.08  5.96
H  -7.61  -7.98  6.41
H  -7.09  -9.00  5.06
H  -6.07  -8.79  6.56
H  -8.78  -10.30  6.47
H  -7.70  -9.98  7.90
H  -8.55  -12.64  7.99
H  -7.68  -13.87  7.17
H  -9.89  -12.23  6.01
H  -9.79  -14.00  6.13
H  -8.71  -13.07  4.96
C  -8.74  -9.81  11.36
C  -7.54  -10.80  11.50
N  -7.53  -11.57  12.56
O  -6.72  -10.78  10.55
H  -8.85  -9.44  10.29
H  -8.65  -8.92  12.03
H  -9.73  -10.36  11.52
H  -8.39  -11.71  13.10
H  -6.60  -12.03  12.87

Properties
⟨S²⟩ ... 6.10
Net charge ... +1
Kohn-Sham gap (spin up / spin down) ... 5.98 / 7.53 eV
Spin multiplicity ... 5

Mulliken population analysis, charges in e, atoms 1 to 5: number 1, Mn, carries 1.088; number 2, C, carries -1.370; number 3, C, carries 0.793; number 4, C, carries -0.511; number 5, C, carries -0.588

(7)
A structure of composition C4H6N3O, computed with ωB97M-V/def2-TZVPD.

Cartesian coordinates (Å):
C  1.69  0.06  0.07
C  3.58  0.41  0.11
C  -1.60  0.61  0.09
C  -2.65  -0.35  0.07
N  0.71  0.92  0.23
N  -0.04  -1.16  0.00
N  -0.33  0.11  0.16
O  1.30  -1.20  -0.02
H  4.02  -0.44  -0.33
H  3.66  1.42  -0.21
H  -1.70  1.58  -0.19
H  -3.63  0.07  0.11
H  -2.49  -0.85  -0.80
H  -2.52  -1.19  0.72

Properties
Net charge ... +1
Kohn-Sham gap (spin up / spin down) ... 8.28 / 8.30 eV

Mulliken population analysis, charges in e, atoms 1 to 5: number 1, C, carries 0.464; number 2, C, carries -0.560; number 3, C, carries 0.190; number 4, C, carries -1.209; number 5, N, carries -0.850

(8)
An isolated molecule of C2H4N4, computed with ωB97M-V/def2-TZVPD.

Cartesian coordinates (Å):
C  -1.78  -0.61  -0.31
C  1.55  0.32  0.08
N  -0.73  0.86  0.84
N  -1.90  0.33  0.59
N  -0.41  -0.73  -0.64
N  0.11  0.17  0.09
H  -2.55  -1.23  -0.75
H  2.00  -0.76  -0.02
H  1.78  0.79  -0.87
H  1.93  0.84  0.98

Properties
⟨S²⟩ ... 2.03
Net charge ... 0
Kohn-Sham gap (spin up / spin down) ... 6.90 / 7.67 eV
Spin multiplicity ... 3

Mulliken population analysis, charges in e, atoms 1 to 5: number 1, C, carries 0.092; number 2, C, carries -0.612; number 3, N, carries -0.504; number 4, N, carries -0.306; number 5, N, carries -0.775